{"formula": "C46H44N10PbSSbSe4", "method": "ωB97M-V with the def2-TZVPD basis set", "fmax_ev_per_a": 2.47, "energy_ev": -347326.65054, "orbital_gap_ev": 4.6, "lumo_energy_ev": 1.29, "e_above_lowest_kj_mol": 169.5, "total_charge": -1, "homo_ev": -3.3232, "symbols": ["Pb", "N", "C", "N", "C", "N", "N", "C", "C", "C", "C", "C", "C", "N", "C", "C", "C", "C", "C", "C", "H", "H", "H", "H", "H", "H", "H", "H", "H", "H", "H", "C", "C", "C", "C", "C", "C", "C", "C", "N", "C", "C", "C", "C", "N", "C", "C", "C", "C", "C", "C", "C", "C", "H", "H", "H", "H", "H", "H", "H", "H", "H", "H", "H", "H", "H", "H", "H", "H", "H", "H", "H", "H", "H", "H", "H", "H", "N", "C", "C", "C", "C", "C", "C", "S", "N", "C", "C", "C", "C", "C", "C", "N", "H", "H", "H", "H", "H", "H", "H", "H", "H", "Se", "Sb", "Se", "Se", "Se"], "positions_angstrom": [[-0.30, 0.09, 0.04], [-2.42, 3.06, -3.55], [-2.11, 1.77, -3.36], [-2.51, 1.04, -2.37], [-3.21, 1.65, -1.36], [-3.59, 0.96, -0.33], [-2.96, -0.06, 0.16], [-3.61, -1.01, 0.74], [-2.95, -2.03, 1.50], [-3.71, -2.96, 2.24], [-3.06, -3.93, 2.97], [-1.67, -3.96, 2.96], [-1.01, -3.00, 2.22], [-1.61, -2.07, 1.51], [-3.62, 3.03, -1.49], [-4.30, 3.72, -0.48], [-4.56, 5.06, -0.63], [-4.16, 5.74, -1.77], [-3.47, 5.09, -2.77], [-3.18, 3.74, -2.62], [-1.86, 3.62, -4.20], [-1.46, 1.32, -4.10], [-4.70, -1.05, 0.69], [-4.79, -2.88, 2.23], [-3.63, -4.65, 3.55], [-1.12, -4.71, 3.52], [0.08, -2.98, 2.19], [-4.59, 3.19, 0.42], [-5.05, 5.61, 0.17], [-4.37, 6.80, -1.87], [-3.10, 5.63, -3.63], [0.66, -3.72, -0.59], [1.92, -3.16, -1.19], [2.41, -3.66, -2.38], [3.59, -3.19, -2.92], [4.31, -2.23, -2.23], [3.84, -1.69, -1.05], [4.63, -0.63, -0.33], [2.62, -2.14, -0.53], [2.05, -1.48, 0.55], [2.38, -1.61, 1.78], [3.34, -2.68, 2.24], [1.83, -0.69, 2.77], [2.39, -0.72, 4.17], [0.91, 0.13, 2.42], [0.41, 1.17, 3.21], [-0.67, 1.01, 4.07], [-1.23, -0.34, 4.41], [-1.25, 2.14, 4.65], [-0.78, 3.40, 4.35], [0.35, 3.54, 3.56], [0.98, 2.44, 3.02], [2.25, 2.56, 2.24], [0.15, -4.36, -1.31], [0.00, -2.91, -0.29], [0.89, -4.31, 0.30], [1.85, -4.42, -2.90], [3.96, -3.58, -3.85], [5.25, -1.87, -2.62], [5.34, -0.16, -1.00], [5.18, -1.06, 0.50], [3.96, 0.13, 0.07], [3.50, -3.40, 1.43], [2.97, -3.21, 3.11], [4.31, -2.25, 2.50], [3.47, -0.86, 4.16], [1.94, -1.53, 4.74], [2.15, 0.22, 4.66], [-0.61, -1.14, 4.01], [-2.23, -0.45, 3.99], [-1.30, -0.46, 5.49], [-2.10, 2.01, 5.31], [-1.27, 4.28, 4.75], [0.74, 4.53, 3.34], [2.52, 3.60, 2.09], [2.14, 2.08, 1.27], [3.07, 2.06, 2.76], [2.73, 0.04, -3.68], [3.85, 0.80, -3.36], [5.04, 0.63, -4.05], [6.14, 1.43, -3.78], [6.06, 2.41, -2.81], [4.89, 2.57, -2.08], [3.81, 1.77, -2.35], [2.37, 1.88, -1.32], [1.46, 0.60, -1.79], [1.64, -0.10, -2.85], [0.60, -1.06, -3.21], [0.58, -1.73, -4.44], [-0.45, -2.60, -4.72], [-1.46, -2.78, -3.79], [-1.38, -2.06, -2.60], [-0.39, -1.24, -2.32], [2.88, -0.69, -4.37], [5.10, -0.14, -4.82], [7.05, 1.29, -4.33], [6.90, 3.06, -2.61], [4.80, 3.32, -1.31], [1.34, -1.55, -5.18], [-0.47, -3.13, -5.67], [-2.29, -3.44, -3.98], [-2.14, -2.15, -1.84], [0.57, 4.20, -3.71], [0.52, 4.68, -1.27], [-0.68, 2.64, 0.08], [-0.89, 6.62, -0.79], [2.78, 5.06, -0.39]]}

{"formula": "C40H43N2O4RuS2Si", "method": "ωB97M-V with the def2-TZVPD basis set", "fmax_ev_per_a": 0.88, "energy_ev": -85454.17507, "orbital_gap_ev": [6.6, 6.6], "lumo_energy_ev": [-9.46, -9.47], "e_above_lowest_kj_mol": 0.0, "total_charge": 3, "homo_ev": [-16.0250, -16.0250], "symbols": ["Ru", "O", "C", "C", "C", "C", "N", "C", "C", "C", "C", "C", "C", "O", "C", "C", "N", "H", "H", "H", "H", "H", "H", "H", "H", "H", "H", "H", "H", "C", "C", "C", "C", "C", "C", "C", "S", "C", "O", "H", "H", "H", "H", "H", "H", "H", "H", "H", "H", "C", "C", "C", "C", "C", "C", "C", "S", "C", "O", "H", "H", "H", "H", "H", "H", "H", "H", "H", "H", "C", "C", "C", "C", "C", "C", "Si", "C", "C", "C", "C", "C", "C", "H", "H", "H", "H", "H", "H", "H", "H", "H", "H", "H"], "positions_angstrom": [[-0.21, 0.12, -0.23], [2.34, -0.11, 6.16], [0.95, -0.01, 6.01], [0.64, 0.01, 4.54], [-0.68, 0.05, 4.09], [-0.94, 0.08, 2.74], [0.04, 0.07, 1.82], [1.32, 0.04, 2.25], [1.65, -0.01, 3.59], [2.30, 0.07, 1.16], [3.66, 0.18, 1.32], [4.49, 0.20, 0.20], [5.97, 0.34, 0.35], [6.28, 0.35, 1.71], [3.90, 0.11, -1.06], [2.54, 0.01, -1.17], [1.74, 0.00, -0.08], [2.57, -0.13, 7.09], [0.55, 0.91, 6.45], [0.42, -0.85, 6.47], [-1.51, 0.07, 4.78], [-1.95, 0.11, 2.36], [2.68, -0.04, 3.91], [4.10, 0.25, 2.30], [6.28, 1.27, -0.15], [6.45, -0.49, -0.19], [7.24, 0.39, 1.84], [4.50, 0.11, -1.96], [2.03, -0.07, -2.12], [-6.83, 1.54, -3.03], [-5.34, 1.37, -3.12], [-4.70, 0.33, -2.44], [-3.33, 0.14, -2.52], [-2.59, 1.04, -3.28], [-3.19, 2.09, -3.96], [-4.56, 2.24, -3.88], [-0.84, 0.89, -3.47], [-0.75, -0.27, -4.82], [-0.31, 0.02, -2.30], [-7.34, 0.64, -3.38], [-7.17, 2.37, -3.64], [-7.14, 1.71, -2.00], [-5.30, -0.37, -1.86], [-2.85, -0.68, -2.02], [-2.60, 2.79, -4.54], [-5.04, 3.05, -4.42], [-1.36, -1.14, -4.59], [0.30, -0.54, -4.96], [-1.12, 0.24, -5.70], [4.20, -5.06, 0.52], [2.86, -4.40, 0.60], [2.21, -3.95, -0.55], [0.95, -3.38, -0.49], [0.35, -3.25, 0.76], [0.98, -3.67, 1.93], [2.23, -4.25, 1.84], [-1.26, -2.59, 0.94], [-2.32, -3.78, 0.15], [-1.34, -1.44, -0.17], [4.66, -4.93, -0.46], [4.10, -6.14, 0.70], [4.88, -4.68, 1.28], [2.70, -4.06, -1.51], [0.45, -3.04, -1.39], [0.50, -3.55, 2.89], [2.72, -4.59, 2.74], [-1.99, -3.93, -0.87], [-3.34, -3.40, 0.20], [-2.23, -4.70, 0.73], [0.61, 4.72, -3.30], [1.42, 4.01, -2.42], [0.84, 3.29, -1.39], [-0.55, 3.25, -1.25], [-1.35, 3.96, -2.15], [-0.77, 4.70, -3.16], [-1.35, 2.41, 0.17], [-1.03, 2.99, 1.87], [-2.13, 3.19, 2.72], [-1.96, 3.71, 3.99], [-0.69, 4.02, 4.44], [0.42, 3.82, 3.62], [0.25, 3.32, 2.34], [1.07, 5.30, -4.09], [2.50, 4.04, -2.53], [1.49, 2.76, -0.70], [-2.43, 3.94, -2.06], [-1.39, 5.27, -3.84], [-2.76, 2.02, -0.04], [-3.13, 2.95, 2.38], [-2.82, 3.88, 4.62], [-0.55, 4.44, 5.43], [1.41, 4.09, 3.97], [1.12, 3.20, 1.70]]}

{"formula": "C56H112O19S5", "method": "ωB97M-V with the def2-TZVPD basis set", "fmax_ev_per_a": 3.61, "energy_ev": -152960.82888, "orbital_gap_ev": 9.1, "lumo_energy_ev": 0.16, "e_above_lowest_kj_mol": 0.0, "total_charge": 0, "homo_ev": -8.9759, "symbols": ["C", "C", "C", "S", "O", "O", "C", "H", "H", "H", "H", "H", "H", "H", "H", "C", "C", "C", "S", "O", "O", "C", "H", "H", "H", "H", "H", "H", "H", "H", "C", "C", "C", "S", "O", "O", "C", "H", "H", "H", "H", "H", "H", "H", "H", "C", "C", "C", "S", "O", "O", "C", "H", "H", "H", "H", "H", "H", "H", "H", "C", "C", "C", "S", "O", "O", "C", "H", "H", "H", "H", "H", "H", "H", "H", "C", "C", "C", "O", "C", "H", "H", "H", "H", "H", "H", "H", "H", "C", "C", "C", "O", "C", "H", "H", "H", "H", "H", "H", "H", "H", "C", "C", "C", "O", "C", "H", "H", "H", "H", "H", "H", "H", "H", "C", "C", "C", "O", "C", "H", "H", "H", "H", "H", "H", "H", "H", "C", "C", "C", "O", "C", "H", "H", "H", "H", "H", "H", "H", "H", "C", "C", "C", "O", "C", "H", "H", "H", "H", "H", "H", "H", "H", "C", "C", "C", "O", "C", "H", "H", "H", "H", "H", "H", "H", "H", "C", "C", "C", "O", "C", "H", "H", "H", "H", "H", "H", "H", "H", "C", "C", "C", "O", "C", "H", "H", "H", "H", "H", "H", "H", "H"], "positions_angstrom": [[-1.71, 2.06, -5.27], [-0.45, 2.93, -5.32], [0.59, 2.24, -6.20], [0.52, 0.55, -5.55], [1.25, 0.68, -4.28], [0.82, -0.48, -6.51], [-1.24, 0.60, -5.20], [-2.18, 2.34, -6.21], [-2.40, 2.22, -4.43], [0.04, 3.06, -4.36], [-0.67, 3.92, -5.71], [1.60, 2.60, -6.00], [0.38, 2.28, -7.27], [-1.25, 0.25, -4.17], [-1.74, -0.11, -5.84], [-5.10, -2.30, -1.85], [-4.86, -2.20, -3.34], [-4.68, -0.72, -3.70], [-4.12, 0.14, -2.12], [-5.30, 0.84, -1.59], [-2.81, 0.82, -2.31], [-4.04, -1.45, -1.21], [-5.02, -3.29, -1.39], [-6.08, -1.84, -1.58], [-5.64, -2.62, -3.96], [-3.96, -2.76, -3.56], [-5.61, -0.17, -3.93], [-3.96, -0.50, -4.48], [-4.20, -1.22, -0.17], [-3.01, -1.80, -1.35], [0.42, 0.34, -0.72], [0.28, 1.53, 0.27], [-0.93, 1.22, 1.16], [-0.84, -0.61, 1.49], [-2.10, -1.25, 1.22], [-0.07, -0.74, 2.73], [0.35, -0.98, 0.06], [1.37, 0.34, -1.26], [-0.46, 0.43, -1.37], [0.14, 2.45, -0.28], [1.14, 1.58, 0.92], [-1.89, 1.50, 0.69], [-0.85, 1.68, 2.14], [-0.13, -1.80, -0.48], [1.27, -1.25, 0.56], [-5.79, 0.45, 2.02], [-4.95, 1.67, 1.71], [-4.44, 2.21, 3.02], [-4.06, 0.70, 4.00], [-4.73, 0.74, 5.29], [-2.61, 0.44, 3.93], [-4.98, -0.44, 2.90], [-6.15, -0.02, 1.10], [-6.65, 0.82, 2.62], [-5.36, 2.48, 1.12], [-4.07, 1.37, 1.13], [-5.13, 2.88, 3.56], [-3.48, 2.73, 2.88], [-5.57, -1.12, 3.52], [-4.29, -1.02, 2.30], [4.52, 0.21, -5.55], [4.70, 1.30, -4.49], [4.38, 0.69, -3.15], [4.99, -1.06, -3.29], [3.86, -1.95, -3.18], [6.28, -1.16, -2.59], [5.40, -0.96, -5.05], [4.86, 0.56, -6.53], [3.48, -0.06, -5.64], [4.03, 2.11, -4.79], [5.73, 1.67, -4.45], [3.30, 0.77, -3.03], [4.96, 1.09, -2.32], [5.06, -1.90, -5.50], [6.45, -0.70, -5.29], [1.32, -3.41, -4.51], [0.21, -4.17, -5.15], [-1.00, -3.23, -5.03], [-0.72, -2.49, -3.81], [0.63, -2.73, -3.30], [1.66, -2.60, -5.17], [2.11, -4.08, -4.15], [-0.01, -5.01, -4.48], [0.34, -4.63, -6.14], [-1.96, -3.73, -4.94], [-1.11, -2.52, -5.86], [0.47, -3.44, -2.48], [1.13, -1.84, -2.91], [-2.21, -5.62, -1.47], [-2.42, -5.05, -0.07], [-2.04, -6.20, 0.93], [-2.02, -7.34, 0.04], [-1.46, -6.90, -1.22], [-1.78, -4.90, -2.16], [-3.20, -5.93, -1.87], [-3.48, -4.80, 0.07], [-1.79, -4.16, 0.08], [-2.81, -6.33, 1.69], [-1.04, -6.12, 1.40], [-1.72, -7.66, -1.97], [-0.38, -6.78, -1.12], [-1.69, 5.52, -0.60], [-2.18, 4.34, -1.43], [-3.32, 3.85, -0.48], [-2.81, 4.07, 0.85], [-1.80, 5.06, 0.90], [-2.49, 6.24, -0.76], [-0.68, 5.91, -0.81], [-1.47, 3.54, -1.64], [-2.67, 4.59, -2.40], [-3.45, 2.79, -0.68], [-4.22, 4.43, -0.55], [-0.87, 4.64, 1.33], [-2.02, 5.88, 1.61], [2.60, -5.94, 0.09], [2.05, -5.58, 1.50], [1.62, -4.12, 1.38], [1.35, -4.04, -0.01], [2.48, -4.58, -0.68], [1.95, -6.64, -0.41], [3.61, -6.34, 0.08], [2.77, -5.76, 2.30], [1.11, -6.09, 1.74], [2.37, -3.36, 1.68], [0.66, -3.94, 1.86], [3.34, -3.96, -0.44], [2.24, -4.69, -1.72], [-2.04, -4.94, 5.75], [-2.84, -4.40, 4.51], [-1.78, -3.58, 3.74], [-0.65, -4.49, 3.85], [-0.58, -4.91, 5.22], [-2.36, -5.91, 6.13], [-2.18, -4.25, 6.60], [-3.72, -3.79, 4.77], [-3.21, -5.24, 3.91], [-1.50, -2.68, 4.28], [-2.02, -3.34, 2.70], [0.03, -4.24, 5.82], [-0.04, -5.86, 5.19], [3.93, -0.07, 1.45], [4.78, -1.29, 0.94], [6.17, -0.64, 0.80], [6.25, 0.30, 1.84], [5.00, 0.78, 2.19], [3.13, -0.35, 2.13], [3.58, 0.47, 0.57], [4.40, -1.70, 0.01], [4.84, -2.08, 1.69], [6.28, -0.12, -0.16], [6.93, -1.38, 1.07], [4.91, 1.85, 1.98], [4.95, 0.74, 3.28], [2.41, 5.39, -1.50], [2.67, 4.81, -0.15], [4.07, 4.24, -0.25], [4.27, 4.03, -1.62], [3.14, 4.41, -2.39], [2.81, 6.38, -1.60], [1.37, 5.36, -1.81], [1.95, 4.02, 0.06], [2.58, 5.51, 0.70], [4.22, 3.33, 0.37], [4.85, 4.90, 0.14], [2.59, 3.51, -2.76], [3.41, 4.91, -3.33], [-1.28, 5.66, 6.16], [-0.59, 4.43, 5.64], [-0.82, 4.38, 4.17], [-0.79, 5.76, 3.84], [-1.15, 6.60, 4.94], [-0.75, 6.05, 7.02], [-2.33, 5.49, 6.39], [-0.79, 3.52, 6.22], [0.48, 4.64, 5.74], [-1.76, 3.98, 3.82], [0.03, 3.87, 3.71], [-1.99, 7.27, 4.69], [-0.36, 7.37, 5.11], [2.21, 1.91, 5.75], [3.24, 3.02, 5.39], [2.81, 3.49, 3.96], [2.19, 2.32, 3.41], [1.58, 1.51, 4.42], [1.45, 2.29, 6.44], [2.64, 1.00, 6.16], [4.16, 2.44, 5.25], [3.35, 3.81, 6.14], [3.63, 3.80, 3.30], [2.11, 4.34, 3.99], [1.77, 0.47, 4.14], [0.51, 1.71, 4.46]]}